{"formula": "C21H13MgN6OS4", "method": "wB97M-V/def2-TZVPD", "total_charge": -2, "e_above_lowest_kcal_mol": 0.0, "gap_ev": [4.80, 5.93], "energy_ev": -81765.306, "multiplicity": 2, "symbols": ["Mg", "S", "C", "C", "N", "C", "S", "C", "N", "N", "C", "C", "C", "C", "C", "C", "S", "N", "C", "C", "C", "C", "C", "C", "N", "H", "H", "H", "H", "H", "H", "H", "H", "H", "O", "N", "C", "C", "C", "C", "C", "S", "H", "H", "H", "H"], "xyz": [[-0.78540, 0.31177, 1.61733], [0.00747, 2.64980, 2.22240], [1.67230, 2.24403, 2.53520], [2.60596, 3.34251, 2.45912], [3.32801, 4.23993, 2.40415], [2.15532, 1.01007, 2.85429], [1.20754, -0.44525, 3.04600], [3.56958, 0.85487, 3.08830], [4.69576, 0.70357, 3.28714], [-0.18725, 0.53904, -2.56126], [1.16251, 0.69568, -2.86692], [1.56318, 1.30957, -4.05076], [2.91060, 1.41936, -4.37184], [3.87415, 0.94629, -3.49379], [3.47816, 0.36117, -2.29559], [2.13383, 0.20835, -1.98841], [1.60742, -0.65066, -0.55531], [0.12635, 0.09466, -0.23559], [-0.64452, 0.51194, -1.23059], [-1.95270, 0.98250, -0.95948], [-2.91501, 1.29521, -1.96132], [-4.16348, 1.70970, -1.59703], [-4.49443, 1.82727, -0.22877], [-3.52114, 1.48135, 0.69137], [-2.29555, 1.08445, 0.37596], [-0.79945, 1.03492, -3.18530], [0.80611, 1.69731, -4.72585], [3.20273, 1.89289, -5.30133], [4.92758, 1.04986, -3.72346], [4.21583, 0.01466, -1.58086], [-2.69339, 1.14107, -3.01030], [-4.90660, 1.92031, -2.35857], [-5.47660, 2.14191, 0.09454], [-3.73393, 1.52471, 1.75593], [-2.03654, -1.05965, 2.31707], [-1.48316, -2.27608, 2.22820], [-0.89236, -2.76884, 3.33954], [-0.22210, -3.95717, 3.34868], [-0.15125, -4.67494, 2.14771], [-0.80037, -4.20141, 1.04236], [-1.56485, -3.00071, 1.05023], [-2.48548, -2.48218, -0.26637], [-0.96051, -2.11558, 4.19594], [0.27054, -4.28255, 4.25355], [0.42011, -5.59432, 2.09191], [-0.77497, -4.73144, 0.10180]], "atomic_forces_ev_per_a": [[0.4, 0.4, 0.4], [0.0, 0.0, 0.1], [0.0, 0.3, 0.0], [-0.1, -0.1, 0.0], [0.0, 0.0, 0.0], [0.2, -0.3, 0.1], [0.0, 0.1, -0.1], [-0.2, 0.1, 0.0], [0.0, 0.0, 0.0], [0.0, -0.2, 0.0], [0.0, 0.1, -0.1], [0.0, 0.0, 0.0], [-0.1, 0.0, 0.0], [0.0, 0.0, 0.1], [0.0, 0.0, 0.0], [0.0, 0.0, 0.1], [0.0, 0.0, 0.0], [-0.1, 0.1, -0.4], [0.1, 0.0, 0.1], [0.0, 0.0, 0.0], [0.0, 0.0, 0.1], [0.0, 0.0, 0.0], [0.0, 0.0, 0.0], [0.1, 0.0, 0.0], [-0.3, 0.1, -0.4], [0.0, 0.0, 0.0], [0.0, 0.0, 0.0], [0.0, 0.0, 0.0], [0.0, 0.0, 0.0], [0.0, 0.0, 0.0], [0.0, 0.0, 0.0], [0.0, 0.0, 0.0], [0.0, 0.0, 0.0], [0.0, 0.0, 0.0], [0.0, -0.5, 0.1], [-0.2, -0.2, 0.0], [0.0, 0.1, 0.0], [0.0, -0.1, 0.0], [0.0, 0.0, 0.0], [-0.1, 0.0, 0.1], [0.0, 0.2, 0.0], [0.1, 0.0, 0.1], [0.0, 0.1, -0.1], [0.0, 0.0, 0.0], [0.0, 0.0, 0.0], [0.0, 0.0, 0.0]]}

=====

{"formula": "C6H9N", "method": "wB97M-V/def2-TZVPD", "e_above_lowest_kcal_mol": 115.5, "gap_ev": 10.15, "energy_ev": -7853.150, "smiles": "C1=C[C@@H]2CN2CC1", "symbols": ["C", "C", "C", "C", "C", "C", "H", "H", "H", "H", "H", "H", "H", "H", "H", "N"], "xyz": [[0.83316, -0.76567, -1.07497], [1.18548, -0.39897, 0.41000], [-0.19574, 1.24130, 1.63996], [-0.90842, 0.39568, 0.62761], [-1.50715, 0.24800, -0.76791], [-0.61348, -0.38390, -1.47937], [1.41764, -0.01986, -1.70762], [1.16835, -1.81230, -1.24315], [1.00291, -1.19635, 1.31701], [2.30233, -0.14581, 0.34631], [-0.43300, 2.27341, 1.52847], [-0.27457, 0.94254, 2.74404], [-1.05036, -0.74057, 1.00147], [-2.44432, 0.50899, -1.44290], [-0.90853, -0.88952, -2.42835], [0.42568, 0.74303, 0.52944]], "atomic_forces_ev_per_a": [[0.2, 0.4, 0.3], [3.2, -2.0, -0.1], [-3.1, 1.6, 2.8], [-2.8, -3.3, 0.2], [-1.9, 1.6, -1.3], [1.4, -3.2, -1.9], [-0.2, -1.3, 0.7], [-0.6, 0.7, -0.5], [0.3, 1.5, -2.3], [-1.3, -0.5, 0.7], [0.2, 0.9, 0.3], [0.8, -0.3, -1.7], [0.3, 2.6, 0.0], [1.4, -0.3, 2.6], [0.3, 1.0, 0.4], [1.9, 0.4, 0.0]]}

=====

{"formula": "C9H8O2", "method": "wB97M-V/def2-TZVPD", "e_above_lowest_kcal_mol": 82.9, "gap_ev": 10.15, "energy_ev": -13554.092, "smiles": "COC(=O)C1c2ccccc21", "symbols": ["C", "C", "C", "C", "C", "C", "C", "C", "C", "O", "O", "H", "H", "H", "H", "H", "H", "H", "H"], "xyz": [[-2.42763, 1.81060, -1.21811], [-1.81541, 2.74071, -0.52067], [-1.97034, 0.46880, -1.50156], [-0.50016, 2.52486, 0.02642], [-0.71893, 0.30993, -0.96802], [-0.01880, 1.31359, -0.32634], [1.00788, -0.95117, 0.52817], [0.73949, 0.00054, -0.62156], [1.83220, -2.91717, 1.34543], [0.43221, -0.79730, 1.58984], [1.85560, -1.94392, 0.27204], [-3.34810, 2.17181, -1.57871], [-2.34353, 3.70360, -0.36240], [-2.60133, -0.31939, -1.83426], [0.07196, 3.25997, 0.44412], [1.65398, 0.02699, -1.31387], [2.72890, -2.82756, 1.92541], [1.77413, -3.88461, 0.77573], [0.93639, -2.85173, 1.81021]], "atomic_forces_ev_per_a": [[-1.6, -3.0, -1.8], [2.6, 2.6, 2.4], [0.6, 1.4, 1.6], [-1.7, -1.1, -1.9], [1.5, 1.1, 0.0], [0.0, -2.7, -0.7], [-1.4, 1.3, 0.9], [1.1, 0.7, -0.1], [1.9, -1.9, -3.5], [0.5, -0.3, -0.7], [-0.3, 0.3, 0.2], [-1.4, -0.4, -0.6], [0.6, -0.7, -0.1], [-0.3, -0.2, -0.8], [1.1, 1.9, 1.4], [-1.8, -0.1, 0.4], [0.2, 0.0, 0.5], [0.6, 0.6, 0.7], [-2.3, 0.4, 2.1]]}

=====

{"formula": "C5H7N", "method": "wB97M-V/def2-TZVPD", "e_above_lowest_kcal_mol": 38.0, "gap_ev": 9.98, "energy_ev": -6786.863, "smiles": "C/C=C(\\C)C#N", "symbols": ["C", "C", "C", "C", "C", "N", "H", "H", "H", "H", "H", "H", "H"], "xyz": [[1.45232, 0.59905, 1.56289], [-0.71259, -0.10835, 0.70639], [0.63916, 0.16989, 0.51405], [-1.73096, -0.49861, -0.33628], [1.23100, 0.37378, -0.90378], [2.18164, 0.83640, 2.43776], [-1.03164, -0.28309, 1.69651], [-2.67164, -1.01988, 0.03700], [-2.06360, 0.23848, -0.95000], [-1.27265, -1.39500, -0.82608], [0.48545, 0.58753, -1.66426], [1.45653, -0.57421, -1.41265], [2.03698, 1.07401, -0.86154]], "atomic_forces_ev_per_a": [[1.7, -0.2, 2.5], [2.3, -0.1, -0.5], [-3.7, 0.3, -2.7], [0.6, -4.2, 2.0], [-1.3, -1.5, 0.2], [-0.9, 0.0, -1.2], [-0.2, 0.3, 1.2], [1.1, 1.1, 0.4], [-0.5, 2.1, -2.2], [-0.2, 1.0, -0.6], [-0.5, 1.3, 0.4], [1.1, -0.2, 0.9], [0.5, 0.2, -0.4]]}

=====

{"formula": "C2H15FO6Pb", "method": "wB97M-V/def2-TZVPD", "gap_ev": 2.73, "energy_ev": -22556.732, "symbols": ["Pb", "F", "C", "C", "O", "H", "H", "H", "H", "H", "O", "H", "H", "O", "H", "H", "O", "H", "H", "O", "H", "H", "O", "H", "H"], "xyz": [[1.27092, -0.72062, 1.25562], [5.57013, -0.53225, -0.25692], [-1.38556, 1.75491, -4.78817], [0.03924, 1.86747, -4.36196], [0.47147, 0.56302, -4.04376], [-2.05616, 1.42000, -3.99681], [-1.55688, 1.13896, -5.67097], [-1.74187, 2.77561, -4.92708], [0.28731, 2.47707, -3.49307], [0.64474, 2.20841, -5.20173], [1.96725, -5.29312, 1.46182], [2.45229, -5.95685, 0.97149], [1.32013, -5.78984, 1.96254], [1.04493, -1.53685, 6.04488], [0.95577, -2.28027, 6.64120], [1.13479, -0.77714, 6.62020], [-2.57318, 2.22374, 1.82104], [-2.47452, 3.15179, 2.03369], [-3.38300, 2.17878, 1.31269], [2.81456, 3.70651, 1.84493], [2.84721, 4.36302, 1.14911], [3.53407, 3.94174, 2.43077], [-3.42983, -3.37660, 0.41925], [-4.32468, -3.20008, 0.12886], [-3.42915, -4.30743, 0.64239]], "atomic_forces_ev_per_a": [[0.7, 0.1, -0.7], [-0.7, 0.0, 0.3], [-1.3, 1.6, 0.5], [0.4, -3.7, 0.3], [0.4, 1.0, 0.2], [0.3, -0.5, 0.2], [0.3, 0.2, 0.0], [-0.3, 0.2, -0.7], [-0.3, 0.6, 0.1], [0.5, 0.4, -0.2], [-0.1, 0.3, 0.1], [0.2, -0.1, -0.2], [-0.2, -0.1, 0.1], [0.0, 0.0, -0.3], [0.0, -0.2, 0.1], [0.0, 0.2, 0.1], [0.2, -0.2, 0.1], [0.1, 0.2, 0.1], [-0.2, -0.1, -0.2], [-0.3, -0.2, 0.1], [0.0, 0.1, -0.2], [0.2, 0.0, 0.1], [0.2, 0.2, 0.1], [-0.2, 0.1, -0.1], [0.0, -0.2, 0.0]]}

=====

{"formula": "C5H10ClNO2", "method": "wB97M-V/def2-TZVPD", "e_above_lowest_kcal_mol": 81.0, "gap_ev": 8.87, "energy_ev": -23451.433, "symbols": ["C", "C", "C", "C", "C", "N", "O", "O", "Cl", "H", "H", "H", "H", "H", "H", "H", "H", "H", "H"], "xyz": [[-1.57500, -1.68902, -0.03050], [1.07581, -1.13254, -0.03404], [0.64235, 0.89274, 1.24571], [0.44509, 0.89407, -1.15964], [-1.18471, -0.32321, -0.01170], [0.20763, 0.01424, 0.01811], [-1.54026, -1.13771, -1.22031], [-1.94274, -2.66245, 0.53193], [-1.96996, 2.46570, 0.29510], [0.98436, -1.66058, -0.96384], [2.13353, -0.89758, 0.07115], [0.91759, -1.88062, 0.76013], [0.08692, 1.80630, 1.19748], [0.27469, 0.43133, 2.20516], [1.74864, 0.82189, 1.23175], [-0.22831, 1.85656, -1.21542], [1.54352, 1.14858, -1.02292], [0.22512, 0.34287, -2.02030], [-1.84428, 0.70940, 0.12213]], "atomic_forces_ev_per_a": [[-1.2, -0.3, 1.5], [1.5, -2.1, 0.4], [-0.6, -2.3, 1.0], [1.3, 2.8, 0.5], [-1.9, 1.6, 0.6], [0.9, 2.0, 1.0], [0.3, -0.2, -1.1], [0.3, -0.5, -0.4], [-0.5, 1.0, 0.1], [-0.3, -0.1, -0.6], [-0.1, 0.6, -0.2], [-0.6, 0.6, -0.1], [0.3, 0.9, -0.5], [0.4, -0.1, -1.1], [-0.8, 0.7, -0.1], [1.2, -2.0, 0.9], [-1.3, 0.0, -0.9], [0.1, -1.0, -1.4], [1.0, -1.7, 0.1]]}